Record 1
{
  "formula": "C4H11N3O2",
  "method": "ωB97M-V/def2-TZVPD",
  "elements": ["C", "C", "N", "C", "O", "H", "H", "H", "H", "H", "H", "H", "C", "N", "N", "O", "H", "H", "H", "H"],
  "xyz": [[-0.8975, -0.0188, -0.5496], [-1.0323, -1.5289, -0.5912], [-0.3142, 0.5506, -1.7618], [1.6918, -0.6229, 0.1913], [1.6227, -1.3827, 1.1295], [-1.9086, 0.3820, -0.3910], [-0.7111, 0.1547, -2.6091], [-0.4866, 1.5515, -1.7817], [2.1014, -0.9002, -0.7887], [-2.0741, -1.8066, -0.7776], [-0.7535, -1.9986, 0.3522], [-0.4204, -2.0080, -1.3582], [-0.2644, 1.1232, 0.8255], [1.6377, 0.8214, 0.3496], [-0.3157, 0.5084, 2.0610], [-0.7398, 2.2375, 0.6524], [0.0252, -0.4461, 2.1089], [1.4702, 1.3399, -0.5195], [2.4473, 1.2294, 0.8113], [-1.0781, 0.8142, 2.6467]],
  "homo_energy_ev": -7.9838,
  "largest_force_ev_per_a": 4.78,
  "orbital_gap_ha": 0.311,
  "e_lumo_ev": 0.49
}

Record 2
{
  "formula": "C4H11N3O2",
  "method": "ωB97M-V/def2-TZVPD",
  "elements": ["C", "N", "C", "N", "N", "H", "H", "H", "H", "H", "H", "H", "C", "C", "O", "O", "H", "H", "H", "H"],
  "xyz": [[0.2434, -2.0368, 3.3931], [-0.7304, -1.3254, 2.5973], [-0.6502, -1.4189, 1.3270], [0.5865, -1.4924, 0.6133], [-1.6354, -1.1429, 0.4560], [-0.1658, -2.9764, 3.7838], [0.3269, -1.4990, 4.3454], [1.2157, -2.2244, 2.9589], [0.7175, -0.6760, 0.0442], [1.4011, -1.4510, 1.2040], [-2.6119, -1.1113, 0.6789], [-1.3918, -0.7854, -0.4506], [1.6864, 1.7707, -2.8482], [0.4170, 1.7271, -2.0624], [-0.1889, 0.7570, -1.6980], [0.0602, 2.9697, -1.6710], [2.3799, 2.5961, -2.7821], [1.5337, 1.3426, -3.8385], [2.2490, 0.9573, -2.3939], [-0.7785, 2.8804, -1.2574]],
  "homo_energy_ev": -8.0174,
  "largest_force_ev_per_a": 2.72,
  "orbital_gap_ha": 0.313,
  "e_lumo_ev": 0.49
}

Record 3
{
  "formula": "C4H11N3O2",
  "method": "ωB97M-V/def2-TZVPD",
  "elements": ["C", "C", "O", "N", "C", "N", "O", "C", "N", "H", "H", "H", "H", "H", "H", "H", "H", "H", "H", "H"],
  "xyz": [[-1.5903, -0.2475, 1.5370], [-1.0579, 0.4486, 0.2791], [-1.7327, 1.4305, -0.1558], [-0.7653, -0.7669, -1.0170], [0.9534, -0.6498, -0.4053], [1.8259, -0.5263, -1.4306], [1.1397, -1.8122, 0.2675], [0.5402, 0.6334, 0.3221], [0.8871, 1.8234, -0.4384], [-2.6273, -0.5430, 1.3666], [-1.0133, -1.1336, 1.8319], [-1.5532, 0.4569, 2.3690], [-0.9319, -0.2044, -1.8484], [-1.3601, -1.5725, -0.8400], [1.6904, 0.3462, -1.9342], [1.9681, -1.3492, -1.9976], [0.9292, -1.6848, 1.2025], [0.9392, 0.6311, 1.3410], [1.7000, 2.2893, -0.0556], [0.0588, 2.4310, -0.3939]],
  "homo_energy_ev": -8.3139,
  "largest_force_ev_per_a": 2.07,
  "orbital_gap_ha": 0.327,
  "e_lumo_ev": 0.59
}

Record 4
{
  "formula": "C4H11N3O2",
  "method": "ωB97M-V/def2-TZVPD",
  "elements": ["N", "C", "C", "N", "N", "H", "H", "H", "H", "H", "H", "H", "C", "C", "O", "O", "H", "H", "H", "H"],
  "xyz": [[-0.6088, -0.6283, 2.4017], [-0.2731, -1.3056, 1.2488], [0.7488, -1.0759, 0.4037], [1.6538, -0.0638, 0.6055], [0.9197, -1.8223, -0.7268], [-1.6183, -0.6203, 2.5470], [-0.2450, 0.3170, 2.4365], [-0.9781, -2.1068, 1.0323], [2.4358, -0.4551, 1.1312], [1.2619, 0.6319, 1.2313], [1.8179, -1.5971, -1.1481], [0.8198, -2.8182, -0.5514], [-0.4413, 2.3176, -1.0857], [-1.1443, 1.0201, -1.3169], [-2.1008, 0.6068, -0.6860], [-0.5941, 0.3162, -2.3240], [-0.9400, 3.1152, -1.6378], [-0.4457, 2.5357, -0.0138], [0.6041, 2.2414, -1.3994], [-0.8725, -0.6085, -2.1481]],
  "homo_energy_ev": -6.8756,
  "largest_force_ev_per_a": 3.75,
  "orbital_gap_ha": 0.282,
  "e_lumo_ev": 0.81
}

Record 5
{
  "formula": "C4H11N3O2",
  "method": "ωB97M-V/def2-TZVPD",
  "elements": ["H", "N", "C", "N", "N", "C", "H", "H", "H", "H", "H", "H", "C", "C", "O", "O", "H", "H", "H", "H"],
  "xyz": [[1.8315, -0.2131, -1.3198], [1.0750, -0.7414, -0.9084], [1.2601, -1.2096, 0.2463], [0.2233, -1.7751, 0.9743], [2.4642, -1.0131, 0.9569], [2.9949, 0.3374, 0.9311], [-0.5581, -1.3210, 1.3998], [-0.1735, -2.5557, 0.4776], [2.3224, -1.4026, 1.8548], [3.8636, 0.3679, 0.2812], [3.4657, 0.5867, 1.8731], [2.3307, 1.1788, 0.7447], [-2.7332, 2.2714, -0.6011], [-1.9864, 0.9543, -0.5042], [-1.9894, 0.2149, 0.4416], [-1.4656, 0.6008, -1.6965], [-2.0683, 3.0864, -0.8346], [-3.1880, 2.4022, 0.3762], [-3.4796, 2.1705, -1.3782], [-0.8610, -0.1389, -1.4945]],
  "homo_energy_ev": -9.2455,
  "largest_force_ev_per_a": 3.10,
  "orbital_gap_ha": 0.370,
  "e_lumo_ev": 0.83
}

Record 6
{
  "formula": "C4H11N3O2",
  "method": "ωB97M-V/def2-TZVPD",
  "elements": ["C", "C", "N", "N", "N", "H", "H", "H", "H", "H", "H", "H", "H", "C", "C", "O", "O", "H", "H", "H"],
  "xyz": [[0.0056, -0.4360, 3.0017], [-0.3353, -1.8801, 0.9436], [0.1795, -1.0874, 0.0177], [-0.4437, -1.6164, 2.3203], [-0.8981, -3.0589, 0.5004], [0.1285, 0.9910, -0.1296], [0.1348, -1.3016, -0.9827], [-1.5478, -1.6736, 2.4253], [-0.4378, -3.4947, -0.3160], [-1.0175, -3.7858, 1.2359], [1.0769, -0.2216, 3.0633], [-0.4355, -0.5844, 3.9799], [-0.4805, 0.5106, 2.5963], [0.8150, 3.2044, -2.3318], [0.2631, 1.8903, -1.7804], [0.4221, 1.8945, -0.4449], [-0.0193, 0.9265, -2.4314], [1.4104, 4.1054, -1.7735], [0.0588, 3.8065, -2.9032], [1.5328, 2.7471, -3.0523]],
  "s2": 0.764,
  "homo_energy_ev": [-13.7828, -13.6979],
  "largest_force_ev_per_a": 4.81,
  "total_charge": 1,
  "orbital_gap_ha": [0.359, 0.182],
  "e_lumo_ev": [-4.00, -8.73],
  "multiplicity": 2
}

Record 7
{
  "formula": "C4H11N3O2",
  "method": "ωB97M-V/def2-TZVPD",
  "elements": ["C", "C", "N", "N", "N", "H", "H", "H", "H", "H", "H", "H", "H", "C", "C", "O", "O", "H", "H", "H"],
  "xyz": [[-0.8684, -0.2865, -2.4494], [-1.1873, 1.0308, -0.4231], [-2.1803, 0.5646, 0.4514], [-1.3335, 1.0134, -1.8632], [0.0305, 1.2365, -0.0153], [-3.0029, 1.1308, 0.5957], [-1.8210, 0.2366, 1.2949], [-2.1289, 1.3873, -2.3378], [0.6235, 1.4689, -0.8920], [0.5092, 0.9573, 1.6094], [0.2262, -0.4742, -2.1416], [-1.1060, -0.4843, -3.5034], [-1.4383, -1.0676, -1.8846], [2.5172, -0.9383, 1.2998], [1.2251, -0.9516, 2.0567], [0.7365, 0.2897, 2.3304], [0.7198, -1.9629, 2.3862], [2.7618, -1.9438, 1.1692], [3.2984, -0.7310, 1.9930], [2.4183, -0.4759, 0.3235]],
  "s2": 0.759,
  "homo_energy_ev": [-13.0544, -13.0432],
  "largest_force_ev_per_a": 3.77,
  "total_charge": 1,
  "orbital_gap_ha": [0.317, 0.138],
  "e_lumo_ev": [-4.43, -9.28],
  "multiplicity": 2
}

Record 8
{
  "formula": "C4H11N3O3P",
  "method": "ωB97M-V/def2-TZVPD",
  "elements": ["C", "C", "C", "C", "N", "N", "N", "O", "O", "O", "P", "H", "H", "H", "H", "H", "H", "H", "H", "H", "H", "H"],
  "xyz": [[-0.6448, 2.3677, -0.0079], [1.6315, -0.6064, 1.0938], [-2.3414, 0.8716, -0.3514], [-1.9767, -0.6000, 0.0464], [-1.7254, 1.9201, 0.3442], [0.3155, 2.9352, -0.3850], [-0.6621, -1.1173, -0.2449], [4.4077, -0.1401, 0.1491], [2.5156, -0.2791, -1.5468], [2.6590, 1.6513, 0.1174], [2.8156, 0.1255, 0.0984], [1.7832, -1.7247, 1.4132], [1.5331, 0.0394, 1.9859], [-3.4241, 0.9212, -0.1301], [-2.1571, 0.9997, -1.4222], [-2.0748, -0.8325, 1.0113], [-2.7846, -1.0882, -0.4123], [5.0447, 0.5452, -0.0424], [1.2502, 2.6096, -0.3410], [-0.2927, -0.8745, -1.1235], [1.6957, 0.2738, -1.7815], [0.1864, -0.8964, 0.3301]],
  "homo_energy_ev": -3.7532,
  "largest_force_ev_per_a": 4.35,
  "total_charge": -1,
  "orbital_gap_ha": 0.270,
  "e_lumo_ev": 3.58
}

Record 9
{
  "formula": "C4H11N3OS2",
  "method": "ωB97M-V/def2-TZVPD",
  "elements": ["C", "C", "C", "C", "H", "H", "H", "H", "H", "H", "H", "H", "H", "H", "H", "N", "N", "N", "O", "S", "S"],
  "xyz": [[3.9588, 1.2579, -0.4539], [1.9921, 0.0297, 0.1706], [-2.8771, -1.0065, 0.1390], [-1.5894, -0.2629, -0.0778], [4.2017, 2.2392, -0.9314], [4.5065, 0.3690, -0.7224], [4.1853, 1.2856, 0.6365], [1.8338, 1.6528, -1.1312], [0.8435, 0.1156, 0.1999], [-3.8892, -0.2125, -1.4730], [-4.8092, -0.7909, -0.1923], [-2.7434, -2.1127, -0.0266], [-3.0740, -0.8695, 1.2713], [-0.9999, 1.8071, 0.0851], [-3.6034, 0.8322, 0.5549], [2.5203, 1.0710, -0.4694], [-3.9601, -0.3086, -0.4866], [-1.7150, 1.0756, 0.4553], [-2.9174, 1.6993, 0.9807], [2.7504, -1.2612, 0.8115], [-0.2463, -0.6692, -0.8914]],
  "homo_energy_ev": -7.3905,
  "largest_force_ev_per_a": 4.91,
  "orbital_gap_ha": 0.274,
  "e_lumo_ev": 0.07
}

Record 10
{
  "formula": "C4H11N3PS",
  "method": "ωB97M-V/def2-TZVPD",
  "elements": ["C", "S", "P", "C", "N", "C", "N", "N", "C", "H", "H", "H", "H", "H", "H", "H", "H", "H", "H", "H"],
  "xyz": [[-0.3410, -3.2048, -0.0092], [-0.5522, -1.5996, 0.8889], [1.2229, -0.6607, 0.1507], [1.0333, 0.6873, 1.2952], [-0.0841, 1.7339, 0.5276], [-0.5633, 2.8469, 1.1759], [-0.2190, 1.3680, -0.6336], [0.2816, 0.3128, -1.0409], [-0.1557, -0.3471, -2.2667], [-0.5273, -3.0700, -0.9992], [-1.1485, -3.8538, 0.5374], [0.6841, -3.6199, 0.1942], [2.0480, 1.1552, 1.3138], [0.8229, 0.3992, 2.3032], [0.4292, 3.3350, 1.6146], [-1.0259, 3.6199, 0.5069], [-1.3476, 2.6274, 2.0090], [0.5493, -1.2866, -2.2465], [0.0459, 0.2435, -3.1388], [-1.1526, -0.6864, -2.1826]],
  "homo_energy_ev": -13.1072,
  "largest_force_ev_per_a": 6.61,
  "total_charge": 1,
  "orbital_gap_ha": 0.343,
  "e_lumo_ev": -3.79
}

Record 11
{
  "formula": "C4H11N3S",
  "method": "ωB97M-V/def2-TZVPD",
  "elements": ["C", "N", "C", "N", "C", "C", "N", "S", "H", "H", "H", "H", "H", "H", "H", "H", "H", "H", "H"],
  "xyz": [[-0.3119, -0.9394, 1.3013], [0.0707, -0.6168, -0.0578], [-0.6744, -1.3632, -1.0614], [0.0808, 0.7567, -0.3279], [-1.1337, 1.4984, -0.1145], [1.2754, 1.4451, -0.0950], [2.4973, 1.0970, 0.0153], [3.1848, -0.4407, -0.1241], [-0.1339, -2.0070, 1.4893], [-1.3817, -0.7319, 1.4984], [0.3105, -0.3486, 2.0008], [-0.5183, -2.4680, -0.9060], [-0.3147, -1.1051, -2.0464], [-1.7696, -1.2022, -1.0241], [-1.9398, 1.0115, -0.6112], [-1.0337, 2.5018, -0.5610], [-1.3976, 1.6366, 0.9312], [1.1156, 2.5085, -0.0121], [2.0741, -1.2327, -0.2950]],
  "homo_energy_ev": -7.8803,
  "largest_force_ev_per_a": 1.14,
  "orbital_gap_ha": 0.317,
  "e_lumo_ev": 0.75
}

Record 12
{
  "formula": "C4H11N4",
  "method": "ωB97M-V/def2-TZVPD",
  "elements": ["C", "C", "C", "C", "N", "N", "N", "N", "H", "H", "H", "H", "H", "H", "H", "H", "H", "H", "H"],
  "xyz": [[2.8795, -0.5391, 1.6217], [-2.0661, 1.2580, -1.5476], [0.0882, 1.2875, -0.5377], [-2.1419, -1.5328, -0.5266], [1.8084, -0.3093, 1.2636], [-1.1686, 0.7111, -0.7868], [4.0738, -0.5972, 2.2633], [-1.2429, -0.4133, -0.1008], [-1.9095, 2.2795, -1.9065], [-3.0033, 0.6824, -1.9715], [0.8227, 0.5719, -0.7869], [0.2601, 2.3445, -0.9306], [0.0520, 1.4408, 0.6083], [-3.1927, -1.0892, -0.5531], [-1.7565, -1.9839, -1.4628], [-2.3186, -2.2591, 0.2909], [4.6616, -1.3945, 2.1782], [4.5314, 0.2518, 2.5933], [-0.3774, -0.7091, 0.2913]],
  "homo_energy_ev": -13.4313,
  "largest_force_ev_per_a": 5.30,
  "total_charge": 1,
  "orbital_gap_ha": 0.352,
  "e_lumo_ev": -3.85
}

Looking at ΔE to the lowest compared entry with this formula, charge and spin for the records above, in order, we have 78.4 30.7 58.3 32.7 23.8 71.0 89.0 46.8 63.3 22.9 55.0 82.1 kcal per mole.
Looking at total energy for the records above, in order, we have -473.677809 -473.753867 -473.709836 -473.750671 -473.764858 -473.405285 -473.376637 -890.405532 -1194.707769 -1062.477992 -721.380909 -377.695848 Eh.